Entry 1:
DFT (ωB97M-V/def2-TZVPD) results for a structure of composition C26H18AuNO6P.

ORCA input file:
```
! wB97M-V def2-TZVPD RIJCOSX def2/J DEFGRID3
* xyz 1 1
Au -1.15417 -0.08100 1.31131
P -0.25787 -1.44852 2.89820
O -7.72928 2.68615 -0.80327
O 2.77507 0.59563 0.62529
O -1.70417 1.21669 -0.17461
O 0.67608 -0.02584 0.61772
O -6.83899 3.83511 -2.39708
O -3.05308 -0.27652 1.93928
N -6.78428 3.06823 -1.46086
C 3.03026 1.12935 4.71742
C 1.02280 -0.42169 3.60819
C -2.12467 -0.89111 4.83182
C 2.21775 0.36540 5.54105
C 1.76975 -3.22753 2.32484
C -3.08589 2.51842 -1.50475
C -2.60051 -3.56690 5.43553
C -1.68557 -3.24205 4.44445
C -5.45500 2.55788 -1.09231
C -1.44826 -1.90254 4.14458
C -3.26894 -2.56292 6.11914
C -5.34296 1.69677 -0.05558
C -3.03042 -1.22515 5.82060
C 0.43665 -2.88791 2.10901
C 0.16609 -4.77268 0.64680
C 2.29478 -4.34800 1.69828
C 1.21505 -0.41700 4.98798
C -0.36730 -3.65716 1.26543
C -4.32557 2.97746 -1.82940
C -4.03332 0.31271 1.39276
C -4.06195 1.19872 0.30978
C 2.85310 1.10692 3.34101
C 1.84569 0.34227 2.77133
C -2.90069 1.61352 -0.42452
C 1.49620 -5.11542 0.86411
C 1.79431 0.32621 1.25978
H -3.97950 -2.82085 6.89307
H -2.20695 2.82386 -2.05421
H -3.55180 -0.44636 6.36032
H 3.81296 1.74048 5.14605
H -0.44924 -5.37105 -0.01089
H -2.78554 -4.60503 5.67487
H -6.22854 1.39431 0.48747
H 0.58398 -1.01935 5.62809
H -4.99118 0.07802 1.86232
H 3.49814 1.67487 2.68515
H 2.39580 -2.62257 2.96832
H -1.93644 0.15087 4.59983
H -4.46967 3.66587 -2.65039
H 1.91259 -5.98442 0.37264
H 2.36255 0.37378 6.61268
H 3.33021 -4.61536 1.85786
H -1.40271 -3.38480 1.09155
H -1.15679 -4.02508 3.91710
*
```

Frontier orbital gap = 7.57 eV
Total energy = -1984.5075 Ha
Energy relative to the best compared isomer or geometry (same formula, charge and spin) = 0.000 eV

---

Entry 2:
DFT (ωB97M-V/def2-TZVPD) results for a structure of composition C26H18CeClIN3O5.

ORCA input file:
```
! wB97M-V def2-TZVPD RIJCOSX def2/J DEFGRID3
* xyz 1 1
Ce 1.41357 -0.43378 -0.30395
I -0.21548 1.50019 -5.01050
Cl -5.32010 1.09913 -2.59575
O 3.18354 -0.08997 1.61869
O 3.44512 -0.14085 -1.24005
O 2.43977 1.56202 -0.66600
O 1.32194 -1.24554 1.74719
O 0.43451 -0.05184 -2.16800
N 3.53786 1.11403 -1.07373
N -1.13552 -0.65214 -0.18391
N 0.53106 1.28641 1.47972
C -2.16588 4.44028 1.79372
C -1.09039 2.74197 0.43935
C 1.76916 -2.86670 -1.91283
C 0.28431 2.61456 3.89809
C -1.39252 0.88591 -3.44310
C -0.34955 2.32649 1.56732
C 2.89419 -3.71298 0.02745
C 0.53616 -3.13627 -1.31476
C -0.88763 0.23909 -2.35681
C 1.18326 1.58731 3.78519
C 2.96659 -3.15556 -1.25597
C -3.63003 0.76849 -2.48936
C -3.11743 0.12045 -1.32389
C -0.50744 3.00275 2.79581
C -3.26135 -0.82783 0.88022
C 1.23743 0.95397 2.54195
C -2.79791 1.14149 -3.49855
C -1.86491 -0.98986 0.85619
C -3.88062 -0.26539 -0.20360
C 1.67518 -4.00075 0.61495
C 0.48784 -3.70193 -0.04854
C 2.06509 -0.22513 2.10484
C -1.97802 3.77143 0.55950
C -1.73880 -0.12060 -1.28336
C 4.28922 -2.93541 -1.92666
C -1.44184 4.06814 2.88571
H -3.82086 -1.12904 1.75394
H 1.64337 -4.42994 1.60754
H 5.04451 -2.58111 -1.22620
H -2.87328 5.25529 1.86011
H -0.37502 -2.90645 -1.85161
H -3.20395 1.64275 -4.36631
H 3.81366 -3.92905 0.55781
H -0.46705 -3.91290 0.41457
H 1.80395 1.26847 4.60921
H -4.95033 -0.10408 -0.20547
H -0.93927 2.26502 -0.52010
H 4.21592 -2.21656 -2.73987
H 4.64674 -3.87784 -2.34740
H -1.32812 -1.39194 1.70849
H 0.17238 3.14574 4.83565
H -2.53827 4.08705 -0.31148
H 1.79580 -2.43764 -2.90749
H -1.56053 4.58065 3.83201
*
```

Frontier orbital gap = 6.43 eV
Total energy = -2774.9222 Ha
Energy relative to the best compared isomer or geometry (same formula, charge and spin) = 0.416 eV

---

Number 1: LUMO energy -4.50 eV. Number 2: LUMO energy -4.76 eV.